1.
C47H49AsF6N8OTi | ωB97M-V/def2-TZVPD

Results
F_max: 0.022 Eh/bohr
⟨S²⟩: 0.814
E_tot: -163742.7583 eV
charge: +3
spin multiplicity: 2
HOMO-LUMO gap (spin up / spin down): 5.816 / 4.932 eV
E_LUMO (spin up / spin down): -10.05 / -10.93 eV

```
113
C47H49AsF6N8OTi, DFT ωB97M-V/def2-TZVPD
Ti 0.58565 -0.35933 -0.72328
C 3.72765 2.40180 0.53150
C 2.71327 1.81021 -0.22184
N 1.84190 0.98731 0.34544
C 1.94136 0.77075 1.67445
C 2.97614 1.34855 2.39585
N 3.86008 2.15093 1.81996
C 0.83402 -0.01080 2.23477
C 0.59886 -0.23675 3.57897
C -0.58647 -0.86285 3.97169
C -1.49902 -1.22360 2.96929
C -1.19681 -0.97065 1.64874
N -0.03601 -0.39968 1.29423
C -2.11902 -1.14633 0.51755
C -3.39071 -1.69859 0.61914
N -4.21981 -1.73323 -0.41415
C -3.80004 -1.22382 -1.56016
C -2.50758 -0.72122 -1.69773
N -1.66838 -0.68042 -0.66630
C -0.92372 -1.05432 5.38986
C -0.52769 -0.11606 6.34167
C -0.91185 -0.30625 7.66399
N -1.63299 -1.34895 8.04112
C -2.01318 -2.25271 7.15251
C -1.68171 -2.14654 5.80697
H 4.45467 3.05830 0.07181
H 2.63233 1.97907 -1.28477
H 3.10873 1.16104 3.45456
H 1.31981 0.07961 4.31923
H -2.45602 -1.64485 3.24142
H -3.75765 -2.13681 1.53948
H -4.49614 -1.22571 -2.38976
H -2.16029 -0.35591 -2.65332
H 0.03704 0.76728 6.06970
H -0.63654 0.40150 8.43656
H -2.60409 -3.08080 7.52463
H -1.98657 -2.92502 5.11803
C -2.56013 1.95415 3.22046
C -2.28728 2.17962 1.73171
C -3.60897 2.36166 0.96940
C -1.39409 3.36781 1.47369
C -1.56075 4.51925 2.21295
C -0.91021 5.69516 1.86423
C -0.08118 5.72335 0.75320
C 0.14056 4.60336 -0.02733
C 1.12819 4.76076 -1.17118
C 2.45416 5.35732 -0.67114
C 0.56515 5.65941 -2.28406
C -0.52646 3.38304 0.34075
N -0.42108 2.23113 -0.44202
C -0.56747 2.43625 -1.72945
C -0.29385 1.52615 -2.74473
C -0.48650 1.83634 -4.11223
C -0.14886 0.72036 -4.81601
C 0.21217 -0.29800 -3.88402
N 0.16901 0.20270 -2.60797
C 0.48315 -1.68628 -4.38663
C 0.69056 -2.73217 -3.29965
C -0.72151 -2.13397 -5.24344
C 1.73305 -1.59781 -5.29196
H -3.04796 0.99110 3.37126
H -3.22782 2.71736 3.61836
H -1.63563 1.97112 3.80094
H -1.78712 1.30822 1.31513
H -4.10731 3.27754 1.28664
H -4.28000 1.52278 1.16535
H -3.43910 2.42022 -0.10846
H -2.24304 4.52772 3.05188
H -1.06813 6.59478 2.44401
H 0.40611 6.65259 0.49014
H 1.34016 3.78408 -1.60789
H 2.35802 6.42718 -0.49311
H 3.23341 5.22513 -1.42322
H 2.77339 4.89400 0.26160
H 0.42010 6.67593 -1.92041
H -0.39383 5.30820 -2.66867
H 1.27253 5.69754 -3.11309
H -0.98120 3.38054 -2.07598
H -0.83421 2.78309 -4.49672
H -0.16107 0.61090 -5.88720
H -0.14202 -2.72017 -2.59505
H 1.63586 -2.58867 -2.78061
H 0.71869 -3.71736 -3.76374
H -1.62113 -2.25194 -4.63479
H -0.48272 -3.09752 -5.69183
H -0.94320 -1.44266 -6.05429
H 2.57193 -1.15032 -4.76276
H 1.53814 -1.00922 -6.18779
H 2.01625 -2.60306 -5.60318
F 2.24808 -0.97008 -1.26704
As 4.61065 -1.17418 -1.75733
F 3.97888 -1.87182 -3.16764
F 4.50116 -2.70913 -1.02411
F 6.24152 -1.06723 -2.02170
F 4.54860 -0.52094 -0.15680
F 4.18558 0.37064 -2.38621
C 2.16868 -3.45515 0.70695
C 0.87292 -3.40571 -0.01692
O 0.35825 -2.29347 -0.31992
C 0.17665 -4.62113 -0.35947
C 0.81096 -5.87256 -0.28491
C 0.11639 -7.01978 -0.60936
C -1.21712 -6.94673 -0.99850
C -1.85569 -5.71121 -1.09082
C -1.16364 -4.56129 -0.78421
H 2.47613 -2.46805 1.04515
H 2.93871 -3.83019 0.02739
H 2.13163 -4.14775 1.54675
H 1.85274 -5.94872 -0.00274
H 0.61386 -7.97846 -0.55831
H -1.76125 -7.85307 -1.22846
H -2.89059 -5.65752 -1.40081
H -1.65909 -3.60037 -0.84390
```


2.
C47H50AsCl3N3NaO4Sb | ωB97M-V/def2-TZVPD

Results
F_max: 0.024 Eh/bohr
E_tot: -171575.7097 eV
charge: -1
HOMO-LUMO gap: 6.756 eV
E_LUMO: 1.94 eV

```
110
C47H50AsCl3N3NaO4Sb, DFT ωB97M-V/def2-TZVPD
Na 0.28296 -0.99461 0.42738
Cl -6.03545 2.51262 3.39619
C -4.56819 1.80474 2.74635
C -3.32303 2.34860 3.09400
C -2.16766 1.82395 2.57814
C -2.17321 0.72448 1.65668
O -1.11304 0.30397 1.10723
C -3.46078 0.15332 1.38025
C -3.65927 -1.03754 0.56599
O -2.81708 -1.77580 0.08311
C -4.62756 0.72035 1.91487
H -3.28571 3.18672 3.77935
H -1.20214 2.22759 2.86011
H -4.73421 -1.27343 0.40568
H -5.58767 0.28447 1.65923
N 1.72493 -1.00432 -1.96430
C 1.62298 -2.25186 -2.71328
C 0.86938 -3.31217 -1.90606
N -0.24571 -2.71347 -1.17578
H 2.20646 -0.29109 -2.49952
H 2.25011 -1.15337 -1.10861
H 2.59857 -2.67032 -2.99576
H 1.08124 -2.04407 -3.64137
H 1.54552 -3.75970 -1.17132
H 0.56702 -4.11160 -2.59523
H -0.82606 -3.40674 -0.71843
H -0.85808 -2.19808 -1.79855
C -0.40376 -4.55165 5.26385
C 0.32586 -4.07076 4.01407
Sb -0.79666 -2.98414 2.51705
C -1.76698 -4.73096 1.62807
C -2.01334 -5.99069 2.45264
C -2.40450 -2.28079 3.78831
C -3.74334 -3.00078 3.68459
H 0.25619 -5.13971 5.90965
H -1.26924 -5.17298 5.02970
H -0.76209 -3.71221 5.86108
H 0.78276 -4.90884 3.47938
H 1.14406 -3.40185 4.28782
H -1.11233 -4.98747 0.78790
H -2.69379 -4.36090 1.18269
H -1.10138 -6.34118 2.93964
H -2.38015 -6.81141 1.82735
H -2.75529 -5.82749 3.23479
H -2.52475 -1.22758 3.53239
H -2.03099 -2.30823 4.81250
H -4.10388 -3.05018 2.65429
H -4.51131 -2.48874 4.27184
H -3.67890 -4.02568 4.05326
C -5.76698 1.57054 -1.82721
C -4.91188 2.49977 -1.25446
C -3.53969 2.28072 -1.25177
C -3.00799 1.12825 -1.81759
C -3.87400 0.19377 -2.37849
C -5.24318 0.41442 -2.39264
As -1.08797 0.66409 -1.74099
C -0.41758 2.48352 -1.56047
C -0.31422 3.20519 -0.38112
C 0.14589 4.51584 -0.41882
C 0.49803 5.09635 -1.63147
C 0.40970 4.36961 -2.80979
C -0.04338 3.05570 -2.78006
C -0.19946 2.16834 -3.95359
C 0.14797 2.48508 -5.26288
C -0.06768 1.56286 -6.27666
C -0.62633 0.32281 -5.98918
C -0.96289 -0.00042 -4.68010
C -0.75631 0.91809 -3.66226
H -6.83662 1.73969 -1.82525
H -5.31044 3.39514 -0.79340
H -2.88864 3.00975 -0.78489
H -3.48436 -0.73354 -2.78613
H -5.90287 -0.32453 -2.83146
H -0.60098 2.74871 0.55810
H 0.22844 5.08321 0.49987
H 0.85741 6.11781 -1.65659
H 0.70188 4.82759 -3.74706
H 0.59072 3.44622 -5.49546
H 0.20257 1.81070 -7.29564
H -0.79421 -0.39315 -6.78441
H -1.38659 -0.97558 -4.46344
Cl 4.34175 3.33582 -1.66101
C 5.00883 1.77108 -1.97634
C 5.68284 1.59132 -3.17463
C 6.12449 0.33311 -3.54340
C 5.87979 -0.74514 -2.70717
C 5.23445 -0.54456 -1.50149
Cl 4.94860 -1.91947 -0.48054
C 4.79059 0.71897 -1.07295
N 4.13075 0.84395 0.13537
C 4.37844 1.80973 1.10881
C 5.60834 2.47029 1.15400
C 5.87697 3.42678 2.11529
C 4.91901 3.72422 3.07369
C 3.71333 3.03952 3.04584
C 3.40608 2.07653 2.08591
C 2.02184 1.45871 2.15567
C 1.84990 -0.07214 2.17482
O 1.32288 -0.57371 3.16806
O 2.20696 -0.70978 1.12017
H 5.82218 2.44555 -3.82289
H 6.63895 0.18932 -4.48379
H 6.19607 -1.74444 -2.97211
H 3.38374 0.15941 0.36801
H 6.35917 2.22330 0.41323
H 6.83622 3.92986 2.11711
H 5.10678 4.46669 3.83847
H 2.96626 3.25208 3.80240
H 1.39933 1.83035 1.33463
H 1.56660 1.80775 3.08096
```


3.
C47H50Br2CsN5OP2Te | ωB97M-V/def2-TZVPD

Results
F_max: 0.024 Eh/bohr
E_tot: -225554.4006 eV
HOMO-LUMO gap: 6.363 eV
E_LUMO: -0.05 eV

```
109
C47H50Br2CsN5OP2Te, DFT ωB97M-V/def2-TZVPD
Cs 0.38535 -0.52858 -0.35691
N 2.97386 -2.19737 0.46215
C 3.34107 -3.01924 -0.69259
C 2.25177 -4.03281 -1.00410
N 0.99180 -3.36661 -1.31322
C 0.02454 -4.19465 -2.01390
C -1.21481 -3.38836 -2.36296
N -1.87914 -2.91985 -1.14279
H 3.53839 -1.35541 0.49992
H 3.11720 -2.70307 1.32752
H 4.29257 -3.55126 -0.56487
H 3.45243 -2.35656 -1.55323
H 2.15057 -4.74714 -0.17137
H 2.55729 -4.61243 -1.87996
H 0.56784 -3.03260 -0.45398
H -0.26849 -5.09003 -1.43796
H 0.48254 -4.55293 -2.93954
H -1.85744 -3.99346 -3.01419
H -0.90291 -2.50834 -2.93310
H -2.25140 -3.70464 -0.61937
H -2.66304 -2.31769 -1.36352
C -2.76016 1.08402 -2.33897
C -1.81533 2.25633 -2.27119
C -2.21807 3.54538 -2.67169
C -1.31419 4.56959 -2.63128
C 0.00538 4.33067 -2.19300
C 1.02426 5.31028 -2.12968
Br 0.66114 7.11562 -2.61025
C 2.28236 4.97724 -1.71723
C 2.57472 3.67218 -1.31189
Br 4.33939 3.27404 -0.73808
C 1.62986 2.63747 -1.27056
O 1.84809 1.46490 -0.83584
C 0.31267 3.00801 -1.78555
N -0.60218 2.01217 -1.83686
H -3.79270 1.40471 -2.47642
H -2.69143 0.49442 -1.42184
H -2.48835 0.43551 -3.17580
H -3.23262 3.71416 -3.00958
H -1.59741 5.56805 -2.93699
H 3.06149 5.72694 -1.68613
C -0.51210 0.84926 4.27761
N -0.69630 0.42422 2.88385
P -1.26710 -1.17092 2.57200
C 0.18084 -2.23452 2.94877
C 0.02540 -3.60012 2.70411
C 1.04895 -4.49310 2.98161
C 2.24758 -4.03060 3.51382
C 2.42204 -2.67185 3.73296
C 1.40159 -1.77729 3.43335
C -2.32364 -1.52112 4.03722
C -3.63950 -1.06310 3.97598
C -4.49785 -1.21892 5.05397
C -4.05415 -1.85554 6.20486
C -2.75047 -2.32771 6.27228
C -1.88902 -2.15702 5.19828
P -1.29461 1.55126 1.70463
C -2.79227 2.26151 2.49763
C -4.02015 1.86864 1.96783
C -5.21282 2.29625 2.53664
C -5.18671 3.12731 3.64596
C -3.96965 3.54189 4.17335
C -2.78138 3.11827 3.59983
C -0.12296 2.93426 1.85123
C 1.21419 2.73229 2.18142
C 2.11696 3.78254 2.12610
C 1.70110 5.03771 1.70889
C 0.37780 5.24292 1.34410
C -0.52907 4.19709 1.41728
H 0.04660 0.09758 4.83429
H -1.46881 0.99314 4.78544
H 0.04560 1.78542 4.30507
H -0.91477 -3.96594 2.30271
H 0.91094 -5.55012 2.79232
H 3.04348 -4.72644 3.74637
H 3.35927 -2.30285 4.13133
H 1.56042 -0.71610 3.57811
H -3.99179 -0.56753 3.07670
H -5.51250 -0.84691 4.99354
H -4.72216 -1.98526 7.04647
H -2.40128 -2.82692 7.16727
H -0.87192 -2.52345 5.26788
H -4.03362 1.21882 1.09900
H -6.15874 1.98615 2.11105
H -6.11283 3.46378 4.09421
H -3.94824 4.20427 5.02946
H -1.83787 3.47306 3.99478
H 1.55650 1.74457 2.46815
H 3.15554 3.61189 2.37469
H 2.41453 5.84915 1.64120
H 0.05493 6.21346 0.98905
H -1.55992 4.36218 1.12261
C 2.40069 0.45157 -5.41208
Te 1.94547 -0.44710 -3.51991
C 1.86115 -2.27007 -4.65262
C 2.56040 -1.99097 -5.95989
C 2.93749 -3.02510 -6.81281
C 3.57072 -2.75696 -8.01522
C 3.83261 -1.44194 -8.37797
C 3.45894 -0.40825 -7.53541
C 2.82311 -0.67146 -6.32483
H 3.19160 1.18776 -5.28373
H 1.51707 0.96138 -5.79446
H 0.82264 -2.55963 -4.81832
H 2.35235 -3.06700 -4.09543
H 2.73552 -4.05078 -6.52562
H 3.86499 -3.57054 -8.66556
H 4.33237 -1.22361 -9.31282
H 3.66592 0.61844 -7.81377
```


4.
C47H50FeN9OP2SSe3 | ωB97M-V/def2-TZVPD

Results
F_max: 0.029 Eh/bohr
⟨S²⟩: 8.768
E_tot: -324835.3264 eV
charge: +2
spin multiplicity: 6
HOMO-LUMO gap (spin up / spin down): 5.841 / 3.707 eV
E_LUMO (spin up / spin down): -5.93 / -8.06 eV

```
114
C47H50FeN9OP2SSe3, DFT ωB97M-V/def2-TZVPD
Fe 0.43499 1.39694 0.19721
Se -3.31288 -2.65408 -0.95022
P -1.50515 -3.68745 -0.50825
C -1.54846 -4.67922 0.99277
C -2.75524 -5.08269 1.54456
C -2.75408 -5.91868 2.65685
C -1.55580 -6.33958 3.21828
C -0.34401 -5.92978 2.67217
C -0.33817 -5.10291 1.55686
C -0.92123 -4.73418 -1.84456
C -0.86274 -4.18349 -3.12711
C -0.47886 -4.97388 -4.19577
C -0.16620 -6.31384 -3.99164
C -0.19693 -6.85383 -2.71506
C -0.57553 -6.06599 -1.63487
C -0.20919 -2.44924 -0.24490
C -0.09241 -1.42196 0.66450
N 0.89464 -0.61109 0.18540
N 1.37462 -1.12645 -0.94429
N 0.72455 -2.23154 -1.21271
P -0.62024 -0.92311 2.29715
Se -1.22195 1.18239 2.02555
C -1.97131 -1.81320 3.01649
C -3.20191 -1.76730 2.35017
C -4.29779 -2.40474 2.90413
C -4.16564 -3.08900 4.10572
C -2.94686 -3.11360 4.77696
C -1.84627 -2.45949 4.24893
C 0.87529 -1.11201 3.28650
C 1.30190 -2.41880 3.53963
C 2.53572 -2.62737 4.13878
C 3.34798 -1.54477 4.46228
C 2.92826 -0.25140 4.19099
C 1.69294 -0.03339 3.59618
H -3.68448 -4.74336 1.10107
H -3.69664 -6.25195 3.07790
H -1.56314 -6.99643 4.08198
H 0.59239 -6.27270 3.10135
H 0.60398 -4.79801 1.10766
H -1.10875 -3.14113 -3.28237
H -0.42439 -4.54026 -5.18854
H 0.09534 -6.94235 -4.83519
H 0.07195 -7.89198 -2.55499
H -0.60260 -6.49528 -0.64123
H -3.29924 -1.24735 1.40610
H -5.25404 -2.36738 2.39381
H -5.02197 -3.60288 4.52863
H -2.85276 -3.63916 5.71914
H -0.91767 -2.44046 4.80175
H 0.68995 -3.26551 3.24630
H 2.86967 -3.63843 4.34123
H 4.31913 -1.71426 4.91306
H 3.56773 0.58887 4.43528
H 1.37324 0.97458 3.36776
Se 2.52650 3.89855 -0.06888
N 0.96895 3.29038 -0.71543
C 0.73913 3.95417 -1.84568
C -0.42838 3.84107 -2.66509
C -0.51471 4.62400 -3.76575
C 0.52252 5.55351 -4.14061
C 1.63051 5.71813 -3.38707
C 1.77247 4.92368 -2.20072
N 2.79606 5.02614 -1.37255
H -1.22534 3.16699 -2.38700
H -1.40226 4.56355 -4.38538
H 0.39809 6.14314 -5.04071
H 2.40601 6.42973 -3.64514
C 3.57349 -0.69836 -6.46443
C 2.44749 0.25846 -6.83773
N 1.67297 0.73125 -5.67980
C 1.87293 2.10860 -5.23609
C 3.21967 2.32983 -4.55346
C 0.78127 -0.13286 -5.14509
O 0.62008 -1.27330 -5.55421
C -0.10490 0.31148 -4.00651
C -1.47248 0.08713 -4.13742
C -2.30803 0.29697 -3.05678
C -1.74569 0.69645 -1.85798
N -0.43221 0.91836 -1.72521
C 0.36909 0.73279 -2.78870
H 4.09921 -1.01541 -7.36872
H 3.16981 -1.58453 -5.97416
H 4.29958 -0.22318 -5.79734
H 1.76005 -0.24079 -7.51607
H 2.84476 1.14147 -7.33746
H 1.06625 2.38248 -4.56746
H 1.79701 2.75853 -6.11185
H 3.35606 1.62618 -3.72582
H 3.28438 3.35137 -4.16592
H 4.04440 2.19038 -5.25433
H -1.86098 -0.28357 -5.07871
H -3.37256 0.11943 -3.12067
H -2.35582 0.83008 -0.97269
H 1.43141 0.88056 -2.62574
C 0.11888 6.82115 4.48716
N -0.05753 5.77704 3.45488
C 0.08312 6.26840 2.07177
C 0.00591 4.47289 3.75175
S 0.78367 3.41872 2.60849
N -0.48659 4.01049 4.89496
C -0.21307 2.65450 5.40415
C -1.51841 4.73835 5.65635
H 0.91125 7.49063 4.15528
H 0.42191 6.38358 5.43204
H -0.78950 7.40590 4.62487
H -0.40062 7.24079 2.01341
H -0.40352 5.59604 1.37290
H 1.13052 6.38583 1.79305
H 0.77448 2.31886 5.10555
H -0.95473 1.94873 5.03408
H -0.26043 2.68583 6.49026
H -1.97775 5.50789 5.04608
H -1.10709 5.18106 6.56114
H -2.28701 4.02460 5.94287
```